Entry 1:
An isolated molecule of C2H6OS4 at a distorted geometry, computed with the ωB97M-V functional and the def2-TZVPD basis.

Each line ends with the Löwdin charge.
Element x y z (Å)
H  -0.9377  0.2351  -1.1035  0.049
S  -2.4224  -1.5153  -0.2558  0.683
H  -1.5769  2.3579  0.2694  -0.202
C  -1.1928  -0.1556  -0.1138  -1.031
S  -1.7459  1.3010  0.9563  0.722
O  -0.0816  -0.7847  0.4091  -0.359
H  1.2503  0.3633  1.5890  0.062
H  2.4455  -1.5645  -0.7101  -0.132
C  1.1031  -0.1461  0.6154  -1.060
H  -3.6120  -0.8562  -0.8913  -0.039
H  2.8233  0.9980  -0.8748  -0.135
S  1.5405  1.2178  -0.5145  0.707
S  2.4065  -1.4505  0.6247  0.737

Spin multiplicity: 1
SMILES: SC(S)OC(S)S
HOMO level, hartree: -0.344
Total charge: 0
LUMO, hartree: 0.016
Energy relative to the best compared isomer or geometry (same formula, charge and spin), kcal per mole: 3.4


Entry 2:
A structure of composition C32H34N3O4PdS2 at a distorted geometry, computed with the ωB97M-V functional and the def2-TZVPD basis.

Each line ends with the Löwdin spin population.
Element x y z (Å)
H  3.0799  3.9619  -1.9495  0.000
H  2.6796  0.2998  -3.1057  0.000
H  -2.1702  -1.3211  4.1442  -0.003
C  5.1892  1.4271  0.3927  -0.004
Pd  0.4923  0.7114  -1.3337  1.483
H  2.5082  0.8316  -4.7898  0.001
H  -3.5865  -0.1161  -4.2571  0.004
H  2.7264  3.1732  -4.1703  0.000
C  4.6610  2.2237  -0.6055  0.006
C  3.1410  -4.5540  2.2053  0.007
C  -6.1755  2.1810  0.8621  0.032
H  -7.1834  2.0651  0.4510  0.015
C  3.3210  2.0929  -0.9571  0.008
C  -5.2151  1.3555  0.0791  0.140
C  -3.4302  -1.1538  -3.9716  0.069
C  -1.4081  3.8528  1.6098  -0.003
H  4.3185  -6.2551  2.7357  0.001
H  -2.5874  1.0989  4.3858  0.010
C  4.0037  -5.2996  3.1654  0.001
C  2.7141  2.9392  -2.0366  0.000
H  5.2750  2.9485  -1.1232  0.001
C  3.0379  0.4418  0.6466  0.013
H  -0.1424  -4.1194  1.3959  0.000
S  0.4966  -2.0307  -0.4569  0.025
C  -2.0642  0.7214  3.5155  0.243
H  0.4266  0.7282  -4.1682  0.001
C  1.5120  -3.0503  0.5353  0.004
H  4.1070  2.2600  -3.5607  0.000
H  3.4664  -5.5258  4.0842  0.000
H  -2.7399  1.6108  -2.2466  0.001
C  -0.9398  1.1654  1.3976  0.067
C  1.7486  -4.7129  2.2293  0.001
C  0.9305  -3.9707  1.4024  0.003
H  -0.8980  -2.1860  2.2186  0.006
C  -0.6266  -0.2518  1.3072  0.096
C  2.8942  -2.9218  0.4329  0.005
H  -4.3757  -1.6556  -3.7657  0.000
C  -4.3225  1.9363  -0.8348  0.033
H  6.2295  1.5208  0.6737  0.000
H  4.7724  -3.6010  1.1740  0.000
H  1.3092  -5.4304  2.9097  0.000
H  -5.8697  -0.4890  0.9747  0.000
C  4.3585  0.5162  1.0348  0.006
C  -1.1140  -1.1306  2.3011  0.164
H  -1.5483  4.9242  1.6493  0.000
S  -2.4307  -1.2164  -2.4434  0.188
H  -6.2300  1.8349  1.8953  0.007
H  -4.3542  3.0027  -1.0199  0.001
C  -3.4637  -0.2271  -1.3730  0.172
H  -5.9289  3.2401  0.8380  0.001
C  -1.6305  1.6459  2.5268  0.016
C  -1.8218  -0.6374  3.3816  0.014
O  0.8978  1.2886  -3.5426  0.034
C  -1.8554  3.0355  2.6170  0.028
C  -4.3172  -0.8324  -0.4484  0.036
O  1.2502  -1.5416  -1.5992  0.054
H  -2.3648  3.4434  3.4818  0.001
H  -4.3030  -1.9066  -0.3073  0.001
H  1.6287  2.9551  -1.9001  -0.001
H  2.3534  -0.2328  1.1398  0.003
H  3.3228  -2.2606  -0.3083  0.000
C  -3.4231  1.1631  -1.5355  0.057
O  -1.2292  -0.3678  -2.7129  0.225
C  3.0335  2.4175  -3.4470  0.000
C  3.6965  -3.6793  1.2621  -0.001
O  -0.7981  -2.6228  -0.6880  0.037
H  4.7341  -0.1257  1.8188  0.001
N  -0.5321  1.9830  0.4041  0.087
H  4.9155  -4.7526  3.3981  0.000
C  -5.1850  -0.0398  0.2662  0.049
H  -2.8843  -1.6972  -4.7418  0.000
C  -0.7465  3.2828  0.5163  0.024
N  0.1862  -0.5855  0.3168  0.392
C  2.3270  1.1098  -3.7525  0.002
N  2.5347  1.2036  -0.3320  0.136
H  -0.3842  3.9073  -0.2915  0.001

Spin multiplicity: 5
⟨S²⟩: 6.059
HOMO level (spin up / spin down), hartree: -0.603 / -0.606
Total charge: +3
LUMO (spin up / spin down), hartree: -0.317 / -0.465


Entry 3:
A cluster of 3 separate species, C3H12N2O3 in total at a distorted geometry, computed with the ωB97M-V functional and the def2-TZVPD basis.

Each line ends with the Löwdin charge.
Element x y z (Å)
N  -2.1753  0.8432  0.1100  0.010
C  1.2359  1.9594  -0.4113  -0.234
H  0.5975  2.0708  1.4573  0.133
H  -1.8760  0.3932  -0.7255  0.042
H  -2.1196  1.7773  0.0577  -0.006
N  0.1023  0.0390  0.7372  -0.072
H  1.2940  1.3672  -1.4363  0.128
O  1.4459  3.1688  -0.5833  -0.002
H  0.2822  -0.7627  1.4470  0.123
H  1.3491  -1.0866  -3.7213  -0.014
H  -1.9666  -0.6757  1.5093  0.137
O  0.1074  -3.6925  0.9933  -0.065
C  -1.3643  0.3047  1.2840  -0.196
C  0.9590  1.1495  0.8907  -0.259
H  0.2374  -0.7686  -2.8504  0.048
O  0.8255  -1.5250  -3.1089  -0.051
H  0.9195  -3.3524  0.8603  -0.058
H  -0.3356  -3.2784  0.1219  0.121
H  -1.4633  1.0863  1.9990  0.085
H  1.9451  0.9826  1.3691  0.131

Spin multiplicity: 1
SMILES: NCNCC=O.O.O
HOMO level, hartree: -0.354
Total charge: 0
LUMO, hartree: 0.017
Energy relative to the best compared isomer or geometry (same formula, charge and spin), kcal per mole: 89.9


Entry 4:
A cluster of 2 separate species, C4H3O2 in total at a distorted geometry, computed with the ωB97M-V functional and the def2-TZVPD basis.

Each line ends with the Löwdin charge.
Element x y z (Å)
C  -1.4524  0.3469  0.0498  -0.019
O  1.7141  -0.9089  -0.0015  0.170
C  0.9375  0.1219  -0.0393  -0.203
H  2.5339  -0.5326  0.2715  0.142
O  -0.9812  -0.9881  0.0373  0.118
C  -0.3314  -0.0810  -0.8375  0.081
H  1.2987  1.2142  0.1244  0.222
C  -0.3900  -0.0419  0.8650  0.043
H  -3.3291  0.8695  -0.4696  0.445

Spin multiplicity: 1
HOMO level (spin up / spin down), hartree: -0.609 / -0.609
Total charge: +1
LUMO (spin up / spin down), hartree: -0.272 / -0.271
Energy relative to the best compared isomer or geometry (same formula, charge and spin), kcal per mole: 230.4


Entry 5:
A cluster of 3 separate species, C24H32F6P in total at a distorted geometry, computed with the ωB97M-V functional and the def2-TZVPD basis.

Each line ends with the Löwdin charge.
Element x y z (Å)
H  -4.6544  0.3985  0.5567  0.114
C  0.4996  -2.7416  2.4567  -0.199
C  0.5860  -4.3583  2.4965  -0.288
H  0.0266  -6.5048  0.9803  0.070
F  3.0247  4.3236  -1.2665  0.049
H  -0.2403  -2.4584  1.6507  0.092
H  -0.6950  4.9691  1.1867  0.104
H  0.6439  3.6739  -0.4646  0.073
C  -4.8185  1.3344  -2.6966  -0.014
H  2.4808  7.8369  1.4907  0.107
C  1.1530  -0.6985  0.1424  -0.179
H  0.1780  -0.6117  0.7212  0.101
C  -4.4458  1.3207  -1.3628  -0.294
H  -4.3995  2.0786  -3.3630  0.119
H  -1.2503  2.2034  -1.8645  0.080
C  1.4444  1.8195  -2.6862  -0.057
H  -6.0195  0.3865  -4.2034  0.108
H  0.2270  7.0531  2.1528  0.103
C  1.0368  4.5834  -0.0251  -0.011
C  2.0784  6.9229  1.0693  -0.079
C  2.2994  5.0296  -0.3812  -0.277
C  0.7987  1.4170  -1.2861  -0.306
H  -6.3039  -1.2791  -0.2603  0.103
H  1.1785  -0.6329  4.0275  0.076
C  -5.8839  -0.5493  -0.9431  -0.087
H  -0.2891  -4.7039  3.1456  0.108
C  1.7433  -6.2005  -1.3584  -0.252
H  2.8908  -1.2022  4.2180  0.088
H  3.1592  -0.7396  1.0581  0.112
F  1.9326  -7.3692  -0.6343  0.058
F  2.9046  -4.8534  0.2924  0.053
H  3.8217  6.5124  -0.1344  0.118
C  2.3073  -1.4876  0.9043  -0.179
H  1.5581  -4.7384  2.9274  0.110
H  2.3849  1.3881  0.2940  0.106
C  -5.7276  0.3899  -3.1596  -0.078
H  2.5831  0.0723  2.9719  0.084
H  -6.9740  -1.2831  -2.6431  0.103
H  -0.9059  -4.4912  0.1496  0.076
H  1.7950  0.8517  -3.1623  0.081
H  2.5619  -6.0370  -2.1271  0.194
H  2.7600  -2.3459  0.3238  0.086
C  -4.9664  0.3878  -0.4810  -0.025
C  0.8115  6.4832  1.4389  -0.094
H  2.7032  -2.8155  2.6229  0.126
H  -0.9067  2.1350  -0.0093  0.081
C  -6.2615  -0.5492  -2.2829  -0.096
C  1.6931  -4.8946  -0.4222  -0.490
C  2.1224  -0.8523  3.4471  -0.059
H  0.0644  -2.4520  3.4736  0.122
F  0.5290  -6.2324  -2.0879  0.026
C  1.9182  -2.0240  2.3563  -0.343
C  1.5689  0.8155  -0.2319  -0.087
F  1.5425  -3.8198  -1.2958  0.060
P  0.2343  -5.0892  0.7845  1.198
C  2.8298  6.1895  0.1582  -0.015
H  2.3225  2.5128  -2.4569  0.074
C  -0.7729  1.6307  -1.0124  -0.083
H  0.6871  2.3376  -3.3619  0.082
H  -1.3125  0.6300  -0.9445  0.075
C  0.2912  5.3125  0.8947  -0.075
H  1.0145  -1.2132  -0.8677  0.105
F  -3.5633  2.2289  -0.9156  0.044

Spin multiplicity: 1
HOMO level, hartree: -0.342
Total charge: +1
LUMO, hartree: -0.135


Entry 6:
A cluster of 2 separate species, C3H7NO2S in total at a distorted geometry, computed with the ωB97M-V functional and the def2-TZVPD basis.

Each line ends with the Löwdin charge.
Element x y z (Å)
C  -0.6212  1.5005  -0.2095  -0.039
S  0.5005  -2.5499  -2.7891  0.503
C  1.9112  1.6731  -0.3683  0.135
H  -0.4761  1.0228  -1.1686  0.069
H  -1.0590  2.5671  -0.4425  0.135
H  2.8793  1.8053  0.1359  0.095
H  -0.6636  -2.4459  -3.3622  -0.249
N  0.9002  2.0595  1.7004  -0.388
H  2.0419  1.3250  -1.3020  0.036
O  1.9961  2.2860  2.1345  0.070
H  -1.2030  0.8628  0.4775  0.093
H  0.4897  -3.8452  -2.7772  -0.255
C  0.7507  1.7481  0.2852  -0.282
O  -0.1166  2.0850  2.3611  0.077

Spin multiplicity: 1
SMILES: C=C(C)[N+](=O)[O-].S
HOMO level, hartree: -0.371
Total charge: 0
LUMO, hartree: -0.010
Energy relative to the best compared isomer or geometry (same formula, charge and spin), kcal per mole: 110.2


Q: Which formula does entry 4 have?
A: C4H3O2